Run a
A 2-piece molecular cluster, C2H8NOS overall. Source: the OMol25 dataset; level of theory: wB97M-V/def2-TZVPD.

Each line ends with the natural charge from an NBO analysis.
Atoms and positions in Å:
S: 2.6043 1.3118 0.0536  -1.081
O: -1.5120 -0.9025 1.7510  -0.744
N: -0.9885 -0.6647 -0.4737  -0.660
C: -0.7473 -0.1140 0.8403  0.099
C: -0.0363 -0.2219 -1.4789  -0.423
H: 0.8736 -0.8281 -1.5275  0.185
H: -1.7302 -0.3618 2.5133  0.465
H: 3.6205 2.0949 0.4459  0.089
H: 0.2497 0.8030 -1.2618  0.237
H: -0.4863 -0.2641 -2.4770  0.168
H: -1.0643 0.9354 0.8807  0.137
H: -1.1010 -1.6627 -0.3685  0.353
H: 0.3179 -0.1253 1.1028  0.175

E_HOMO ... -2.66 eV
Net charge ... -1
Lowest unoccupied orbital energy ... 3.6 eV



Run b
A 2-piece molecular cluster, C2H8NOS overall. Source: the OMol25 dataset; level of theory: wB97M-V/def2-TZVPD.

Each line ends with the natural charge from an NBO analysis.
Atoms and positions in Å:
S: 0.4698 -1.9752 2.0135  -0.204
O: 0.1124 -0.3057 -0.5464  -0.976
N: -0.0291 0.8357 -2.6578  -0.903
C: -0.6705 0.4066 -1.3691  0.136
C: 0.3072 -0.2148 2.4449  -0.741
H: -0.0134 0.2495 1.5148  0.286
H: 1.2711 0.2049 2.7361  0.188
H: -0.4200 -0.1174 3.2474  0.186
H: -1.0202 1.3720 -0.9198  0.063
H: 0.7752 1.4019 -2.3883  0.328
H: 0.3621 -0.0018 -3.0685  0.331
H: -1.5935 -0.1345 -1.6863  0.072
H: 0.4490 -1.7213 0.6795  0.234

E_HOMO ... -3.09 eV
Net charge ... -1
Lowest unoccupied orbital energy ... 3.7 eV



Run c
A 2-piece molecular cluster, C2H8NOS overall. Source: the OMol25 dataset; level of theory: wB97M-V/def2-TZVPD.

Each line ends with the natural charge from an NBO analysis.
Atoms and positions in Å:
S: 1.3335 -1.1154 0.7247  -0.747
O: -0.8163 0.9981 -4.0452  -0.934
N: -1.6409 -0.3646 1.1804  -0.856
C: 0.7700 0.5578 1.2216  -0.548
C: -0.7578 0.8251 1.1671  -0.229
H: -0.9999 1.3559 0.2511  0.168
H: -0.1615 1.5200 -4.5361  0.465
H: -0.8085 0.1121 -4.4193  0.469
H: 1.1115 0.7465 2.2402  0.164
H: -1.0306 1.4070 2.0409  0.157
H: 1.2740 1.2756 0.5693  0.177
H: -1.1986 -1.0244 1.8139  0.359
H: -1.5097 -0.8126 0.2834  0.356

E_HOMO ... -2.23 eV
Net charge ... -1
Lowest unoccupied orbital energy ... 3.2 eV



Q: Which of them is the most stable? A: run c.



Run a
One molecule with the formula C22H20N4O2S. Source: the OMol25 dataset; level of theory: wB97M-V/def2-TZVPD.

Each line ends with the natural charge from an NBO analysis.
Atoms and positions in Å:
S: 0.2541 -2.8109 -1.1002  0.325
O: 5.8791 3.3041 -0.5558  -0.491
O: 3.0314 -2.2628 1.5206  -0.611
N: -2.2491 -0.1016 1.5220  -0.461
N: -2.1211 -1.3237 -1.7585  -0.295
N: 2.8225 -1.3278 -0.5565  -0.600
N: -1.7026 -1.1963 -0.5103  -0.182
C: -0.3387 -1.5334 1.3439  -0.367
C: -3.2127 -0.5774 -1.8403  0.011
C: 5.1309 1.3140 0.6468  -0.308
C: -0.6158 -1.7886 0.0291  0.105
C: -2.5200 -0.3536 0.2443  0.332
C: -5.8250 2.3881 1.1850  -0.205
C: -5.6113 1.2251 -1.3160  -0.217
C: 4.4019 1.8147 -1.5851  -0.240
C: 3.6398 0.6691 -1.5952  -0.210
C: -3.5312 0.0626 -0.6325  -0.194
C: 3.6140 -0.1717 -0.4831  0.098
C: -1.1996 -0.6644 2.0625  0.292
C: -6.7788 2.6564 0.2167  -0.223
C: 6.6639 3.6989 0.5435  -0.252
C: 5.1600 2.1528 -0.4616  0.290
C: 4.3646 0.1611 0.6355  -0.169
C: 2.5812 -2.2524 0.3954  0.668
C: -6.6667 2.0708 -1.0334  -0.210
C: 1.6556 -3.3738 -0.0802  -0.636
C: -0.9111 -0.3706 3.4971  -0.650
C: -4.6452 0.9495 -0.3478  0.030
C: -4.7675 1.5435 0.9091  -0.222
H: -7.4078 2.2742 -1.7933  0.210
H: -3.7307 -0.5265 -2.7773  0.211
H: 1.2881 -3.9370 0.7773  0.252
H: -5.5390 0.7740 -2.2939  0.201
H: 0.1017 0.0135 3.6053  0.228
H: 4.4292 2.4711 -2.4399  0.227
H: -0.9890 -1.2820 4.0881  0.227
H: -7.6052 3.3171 0.4343  0.210
H: 6.0505 3.8758 1.4327  0.176
H: 7.4348 2.9566 0.7745  0.176
H: 4.3509 -0.4816 1.4996  0.244
H: 7.1408 4.6310 0.2447  0.201
H: 3.0573 0.4200 -2.4707  0.210
H: 2.3380 -1.4514 -1.4385  0.409
H: -1.6215 0.3601 3.8711  0.236
H: -4.0234 1.3309 1.6602  0.238
H: 0.5105 -1.9629 1.8442  0.247
H: 2.2142 -4.0505 -0.7291  0.258
H: 5.7023 1.5424 1.5321  0.220
H: -5.9074 2.8416 2.1625  0.210

E_HOMO ... -7.72 eV
Net charge ... 0
Lowest unoccupied orbital energy ... 0.4 eV
Structure (SMILES) ... COc1ccc(NC(=O)CSc2cc(C)nc3c(-c4ccccc4)cnn23)cc1



Run b
One molecule with the formula C22H20N4O2S. Source: the OMol25 dataset; level of theory: wB97M-V/def2-TZVPD.

Each line ends with the natural charge from an NBO analysis.
Atoms and positions in Å:
S: 0.1089 1.9534 1.9798  0.289
O: -2.6850 3.7687 0.6975  -0.609
O: 4.5074 -3.0876 -0.6021  -0.397
N: 1.0478 1.4807 -0.5387  -0.370
N: -1.4124 2.7090 -0.8856  -0.653
N: 1.6200 -0.0537 0.9218  -0.374
N: 1.7784 0.5552 -1.1795  -0.275
C: 4.0726 -1.9579 -0.0110  0.329
C: 4.8949 -1.3696 1.0804  -0.666
C: -1.5103 -2.9197 1.4586  -0.187
C: 0.9434 1.1109 0.7139  0.183
C: 2.1234 -0.3625 -0.3203  0.371
C: -2.7102 1.2718 -3.9859  -0.197
C: 1.5857 -0.8541 2.1215  -0.257
C: -4.0414 1.6554 -3.9526  -0.239
C: -1.6286 3.3386 0.2882  0.664
C: 0.2147 -1.4650 2.2874  0.033
C: -0.3452 3.4904 1.1093  -0.604
C: -2.3333 2.3767 -1.8827  0.235
C: -0.2393 -2.3858 1.3509  -0.240
C: -1.8866 -1.6237 3.4395  -0.204
C: -4.5128 2.3973 -2.8833  -0.192
C: 3.6446 -3.3930 -1.5885  0.089
C: -2.3357 -2.5389 2.5036  -0.206
C: -3.6700 2.7612 -1.8483  -0.273
C: 2.9186 -1.5330 -0.6209  -0.221
C: -1.8582 1.6286 -2.9594  -0.268
C: 2.6497 -2.4742 -1.6575  -0.274
C: -0.6163 -1.0847 3.3306  -0.220
H: -1.8572 -3.6317 0.7248  0.216
H: -0.4612 2.3558 -1.0468  0.440
H: -4.7065 1.3764 -4.7563  0.210
H: -2.3337 0.6926 -4.8163  0.211
H: 4.8668 -1.9931 1.9748  0.227
H: 3.8477 -4.2761 -2.1600  0.208
H: 5.9328 -1.3017 0.7585  0.240
H: -3.3291 -2.9536 2.5854  0.217
H: -5.5494 2.6991 -2.8512  0.211
H: -2.5280 -1.3213 4.2534  0.217
H: 2.3426 -1.6350 2.0222  0.235
H: 0.5043 3.7782 0.4921  0.251
H: -0.2705 -0.3621 4.0548  0.212
H: 4.5349 -0.3743 1.3249  0.231
H: -0.5166 4.2193 1.9008  0.258
H: 1.8255 -0.2140 2.9757  0.223
H: -4.0386 3.3378 -1.0166  0.252
H: 0.4040 -2.6804 0.5330  0.216
H: 1.8262 -2.4429 -2.3393  0.240
H: -0.8188 1.3326 -2.9806  0.219

E_HOMO ... -8.14 eV
Net charge ... 0
Lowest unoccupied orbital energy ... 0.5 eV
Structure (SMILES) ... Cc1occc1-c1nnc(SCC(=O)Nc2ccccc2)n1Cc1ccccc1



Q: Which of them is the most stable? A: run b.



Run a
C42H63N3OP2S3Ti as an isolated structure. Source: the OMol25 dataset; level of theory: wB97M-V/def2-TZVPD.

Each line ends with the Mulliken charge.
Atoms and positions in Å:
Ti: 0.5228 -0.0269 0.1324  -1.245
S: -2.6658 -0.3548 -2.0280  0.338
S: -1.0279 -3.0146 -2.9376  0.423
S: -2.3531 -2.7283 0.1817  0.281
P: 1.6636 -2.3806 -0.0392  1.365
P: -0.3582 2.2630 -1.0065  1.798
O: -0.7208 0.0804 1.5296  0.419
N: -2.5250 1.3768 4.1883  -0.191
N: -1.3532 1.2126 3.4928  1.429
N: 1.5492 0.1484 -1.4353  1.797
C: 0.4904 2.7961 3.3982  0.069
C: 1.6326 4.1648 -1.9101  -1.429
C: 4.4797 -1.8675 -0.3676  -0.926
C: -3.5082 0.7310 3.5470  0.315
C: -4.9158 0.7479 4.0355  -1.833
C: -1.6195 0.4612 2.3971  -0.124
C: -2.1988 -4.2235 -2.2380  -1.295
C: 5.5321 -1.1290 -0.8841  -1.178
C: 2.0910 0.5622 1.4091  -0.884
C: 3.1710 -3.3386 2.2752  -1.736
C: 1.5751 1.6858 5.7035  -0.820
C: -2.4568 -0.6879 -3.7930  -0.418
C: 2.7098 -4.9928 -0.6444  -1.581
C: 2.3002 -3.4263 -2.5555  -1.470
C: -2.6272 2.2247 5.3786  -0.972
C: 0.6879 -3.8607 2.0722  -1.132
C: -2.9693 0.1345 2.4293  0.196
C: -2.9639 2.7727 -0.1580  -1.022
C: 1.8141 -2.8678 1.7488  1.396
C: 0.1649 1.7006 -2.6634  -0.134
C: 1.6551 3.3207 3.9359  -0.518
C: -2.1881 -4.3035 -0.7055  -0.997
C: -4.0008 -2.2173 -0.3740  -1.153
C: 0.8896 3.6394 -0.6791  1.266
C: 1.8148 -3.8696 -1.1676  1.244
C: -2.0189 -2.1281 -4.1713  -1.291
C: -4.0767 -1.4564 -1.7084  -1.194
C: 0.3007 4.8184 0.1207  -1.769
C: 3.9670 0.4519 -1.8003  -0.227
C: 1.6636 0.2821 -3.8982  -0.220
C: -2.0308 2.9859 -1.3539  1.103
C: 1.1410 0.7088 -2.6800  0.143
C: 3.1621 -1.4555 -0.5531  -0.258
C: 0.4112 1.1581 5.1666  0.089
C: 2.1946 2.7707 5.0921  -0.604
C: -0.1173 1.7228 4.0150  -1.008
C: 1.2236 0.8513 -5.0843  -1.126
C: 2.9054 -0.2913 -1.2920  0.340
C: -2.0523 4.4521 -1.8084  -1.956
C: 5.2706 0.0328 -1.6010  -0.947
C: -0.2696 2.2658 -3.8576  -1.464
C: 0.2583 1.8503 -5.0704  -0.853
H: 2.4188 -0.4941 -3.9170  0.514
H: -0.0736 2.3064 -5.9960  0.455
H: -0.5688 4.5548 0.7267  0.329
H: -4.9803 0.4250 5.0769  0.406
H: -1.7165 0.0381 -4.1189  -0.410
H: 4.6967 -2.7706 0.1860  0.343
H: 0.6383 -4.0151 3.1516  0.520
H: -3.0610 1.7145 0.0777  -0.105
H: -1.8767 3.0061 5.3404  0.376
H: -4.1255 -2.1481 -2.5462  0.341
H: -1.4000 -2.0850 -5.0656  0.575
H: -0.0084 5.6140 -0.5564  0.465
H: 2.1401 4.1631 3.4551  0.450
H: 2.1064 -4.2274 -3.2727  0.563
H: 0.8601 -4.8345 1.6101  0.138
H: 1.5725 -1.9379 2.2609  -0.503
H: 1.0595 5.2370 0.7850  0.375
H: 3.5491 -4.2104 1.7424  0.269
H: 6.5522 -1.4629 -0.7343  0.481
H: 2.3581 -5.4261 0.2899  0.342
H: -1.2024 4.7269 -2.4363  0.361
H: -3.3988 -0.4532 -4.2882  0.770
H: -4.9792 -0.8479 -1.7305  0.700
H: -3.0065 -4.9467 -0.3811  0.656
H: 2.7165 -5.7890 -1.3937  0.485
H: -5.5271 0.0850 3.4284  0.385
H: 3.0999 3.1869 5.5194  0.451
H: 1.7496 0.6719 2.4340  0.136
H: -3.9595 3.1625 -0.3899  0.596
H: 3.0558 -3.6240 3.3242  0.493
H: 3.7428 -4.6610 -0.5186  0.241
H: -1.0211 3.0472 -3.8510  0.317
H: -0.0807 0.3123 5.6349  0.580
H: 1.7914 -2.5336 -2.9110  -0.089
H: 6.0890 0.6194 -2.0048  0.470
H: 0.9593 4.6704 -2.6070  0.208
H: 2.8934 -0.1672 1.4056  0.560
H: 3.9187 -2.5458 2.2324  0.398
H: -3.1964 -3.9710 -2.5920  0.404
H: 0.0549 3.2017 2.4992  0.443
H: 2.1550 3.3794 -2.4529  0.173
H: -2.0782 5.1318 -0.9572  0.426
H: -2.3904 2.3575 -2.1612  0.490
H: -1.2593 -4.7356 -0.3316  0.225
H: 2.5204 1.5056 1.0637  0.322
H: 1.6245 3.1243 -0.0644  -0.217
H: 2.3779 4.8932 -1.5765  0.501
H: -0.2856 -3.4923 1.7479  0.153
H: -3.4782 -0.4932 1.7156  -0.371
H: 1.6382 0.5087 -6.0262  0.463
H: -4.6171 -3.1141 -0.4200  0.652
H: 1.9974 1.2512 6.6018  0.455
H: -2.8768 -2.7557 -4.4035  0.495
H: -3.6098 2.6826 5.3876  0.418
H: -5.3371 1.7533 3.9699  0.408
H: -2.9604 4.6229 -2.3903  0.449
H: -4.3944 -1.5971 0.4281  0.356
H: 0.7974 -4.2501 -1.2634  0.067
H: 3.7683 1.3637 -2.3541  0.430
H: -2.4932 1.6474 6.2907  0.321
H: 3.3729 -3.2301 -2.5407  0.379
H: -1.9392 -5.1979 -2.6496  0.686
H: -2.5966 3.2998 0.7334  0.196

E_HOMO ... -12.51 eV
Net charge ... +2
Lowest unoccupied orbital energy ... -5.3 eV



Run b
C42H63N3OP2S3Ti as an isolated structure. Source: the OMol25 dataset; level of theory: wB97M-V/def2-TZVPD.

Each line ends with the Mulliken charge.
Atoms and positions in Å:
Ti: 0.6543 0.6202 0.8706  -1.534
S: -0.6459 -2.0679 -2.1547  0.598
S: -2.4284 0.3460 -1.2350  0.337
S: -2.0911 -2.0537 0.8255  0.190
P: -0.2738 2.9158 -0.1626  1.618
P: 1.8030 -1.7058 0.5964  1.573
O: -0.5567 0.6786 2.2683  0.055
N: -1.1372 2.0278 4.1004  1.398
N: -2.3027 2.3770 4.7273  -0.109
N: 1.6696 0.8559 -0.6754  1.776
C: -1.8335 -3.5917 -0.1188  -0.862
C: 3.3035 -0.7534 0.1257  -0.183
C: 0.9937 4.3007 0.1736  1.336
C: 2.4617 3.6025 5.5540  -0.849
C: 2.5066 -2.6368 -1.9205  -1.490
C: -4.7278 1.9586 4.5640  -1.900
C: -3.3280 1.7416 4.1399  0.274
C: 1.8044 1.0730 -3.1103  -0.145
C: -2.0749 5.1020 -0.9042  -1.894
C: -1.6217 -1.2256 -3.4487  -1.455
C: 1.9680 -2.2694 2.3871  1.260
C: 2.2396 1.1873 2.1634  -0.826
C: -2.9122 3.3283 0.6559  -1.066
C: -1.7849 -3.4142 -1.6250  -1.435
C: 0.1063 2.5254 4.5797  -1.175
C: -2.1636 0.1386 -3.0244  -0.114
C: 1.7030 4.8373 -1.0661  -1.364
C: -2.8162 0.9554 3.1253  -0.294
C: 1.7309 2.7164 6.3304  -0.801
C: 1.3706 1.6803 -4.2714  -1.080
C: -1.9866 3.6266 -0.5200  0.968
C: 5.6576 -0.3771 -0.2253  -1.190
C: 5.3716 0.8001 -0.8980  -0.965
C: 3.3214 -2.7656 2.8812  -1.715
C: 0.8610 -3.2842 2.6768  -1.167
C: 0.8405 3.4049 3.7947  0.277
C: 3.0066 0.4410 -0.5699  0.165
C: 0.3947 2.6652 -4.2316  -0.840
C: -3.7762 -1.5934 0.2938  -1.123
C: -3.8578 -0.7904 -0.9976  -1.193
C: -1.4239 1.1543 3.0789  0.100
C: 4.6253 -1.1530 0.2759  -0.836
C: 4.0621 1.2087 -1.0672  -0.249
C: 0.4484 5.4691 1.0027  -1.754
C: 0.5495 2.1769 5.8509  0.001
C: -2.3684 3.3645 5.7694  -0.982
C: 2.9443 -4.2929 -0.1037  -1.618
C: 2.0207 -3.1777 -0.5760  1.125
C: 0.2668 2.4323 -1.8373  -0.599
C: 2.0216 3.9357 4.2840  -0.410
C: 1.2695 1.4411 -1.8683  -0.288
C: -0.1609 3.0305 -3.0164  -0.490
H: 1.0145 5.3570 -1.7258  0.214
H: -0.4031 5.1916 1.6200  0.325
H: -2.9613 2.2547 0.8309  -0.159
H: 4.0594 -1.9673 2.8679  0.389
H: -3.9159 3.6874 0.4366  0.650
H: 2.5950 4.6156 3.6733  0.445
H: 3.8479 2.1327 -1.5841  0.459
H: -4.3545 -2.5156 0.2094  0.632
H: -3.1047 0.3487 -3.5341  0.874
H: 2.1917 4.0433 -1.6273  0.177
H: -2.3175 2.9088 6.7610  0.327
H: -0.0267 1.4913 6.4569  0.600
H: 1.0400 -4.2327 2.1732  0.147
H: -3.8838 -1.4402 -1.8674  0.422
H: -2.6358 -4.2834 0.1453  0.703
H: -5.0415 2.9829 4.3548  0.416
H: -2.7704 -3.1908 -2.0226  0.428
H: 1.7514 3.7558 0.7605  -0.317
H: -1.2297 5.4262 -1.5028  0.373
H: 2.0780 2.4485 7.3158  0.463
H: 3.6860 -3.6065 2.3030  0.267
H: -2.1420 5.7365 -0.0245  0.404
H: -1.4486 0.9225 -3.2703  -0.627
H: -0.9449 -1.0942 -4.2928  0.580
H: -0.8919 -3.9857 0.2644  0.195
H: -2.3292 3.0192 -1.3673  0.443
H: 3.2125 -3.1016 3.9116  0.499
H: 1.9244 1.2575 3.2053  0.153
H: 2.6730 2.1477 1.8633  0.348
H: 6.6791 -0.7002 -0.1028  0.493
H: 3.3751 4.0270 5.9382  0.456
H: 2.5699 0.3106 -3.1534  0.526
H: 4.8662 -2.0704 0.7887  0.346
H: -5.3924 1.2878 4.0286  0.406
H: 3.5651 -2.3914 -1.8727  0.417
H: -4.1783 -1.0087 1.1202  0.442
H: 0.8171 -3.4809 3.7466  0.526
H: -4.8432 1.7905 5.6322  0.408
H: 1.9524 -1.7434 -2.2061  -0.104
H: 2.4702 5.5430 -0.7519  0.506
H: 2.9895 -5.0541 -0.8808  0.500
H: 6.1725 1.4067 -1.2885  0.485
H: -1.4275 -4.3366 -2.0853  0.704
H: 3.9538 -3.9248 0.0475  0.267
H: 0.1368 6.2779 0.3492  0.466
H: 2.5893 -4.7738 0.8030  0.346
H: 1.7156 -1.3518 2.9473  -0.408
H: 3.0585 0.4631 2.1355  0.503
H: 0.4857 3.6456 2.8052  0.537
H: 1.2296 5.8601 1.6514  0.429
H: -3.3616 0.3055 2.4778  0.061
H: -2.5650 3.8230 1.5617  0.247
H: -2.4117 -1.9120 -3.7496  0.457
H: -0.1121 -2.8982 2.3617  0.196
H: 1.7962 1.3805 -5.2162  0.456
H: 1.0138 -3.5883 -0.7031  0.142
H: -2.9797 5.2613 -1.4899  0.438
H: 2.3636 -3.3875 -2.6933  0.541
H: -3.3093 3.9073 5.6841  0.413
H: -1.5417 4.0652 5.6614  0.374
H: -4.7636 -0.1841 -1.0020  0.685
H: 0.0779 3.1505 -5.1410  0.466
H: -0.9169 3.8004 -2.9963  0.388

E_HOMO ... -12.50 eV
Net charge ... +2
Lowest unoccupied orbital energy ... -5.4 eV



Q: Which of them is the most stable? A: run a.